No. 1
Formula: C34H32Br6N6O8
Source: the Open Molecules 2025 dataset
Level of theory: ωB97M-V with the def2-TZVPD basis set

**Frontier orbital gap (spin up / spin down)**: 2.1 / 5.8 eV
**Molecular weight**: 1132.088 g mol⁻¹
**Charge**: -1
**E_HOMO (spin up / spin down)**: -1.6 / -5.3 eV
**E_tot**: -481338.9707 eV
**Multiplicity**: 2

Last column: Mulliken spin population.
CARTESIAN COORDINATES (ANGSTROEM)
N (0.83, -2.29, 6.33)  0.000
C (1.53, -3.28, 5.63)  -0.001
C (2.88, -3.15, 6.02)  0.000
C (3.03, -1.99, 6.75)  0.000
C (1.75, -1.44, 6.85)  -0.001
H (-0.15, -2.07, 6.20)  0.000
H (0.98, -4.00, 5.03)  0.001
H (3.69, -3.78, 5.68)  0.000
H (3.87, -1.55, 7.26)  0.000
H (1.42, -0.50, 7.28)  0.000
N (-5.69, -5.11, -2.52)  -0.001
C (-4.79, -5.70, -3.31)  0.002
C (-3.74, -4.78, -3.48)  0.000
C (-3.97, -3.73, -2.59)  0.000
C (-5.25, -3.97, -2.06)  0.031
H (-6.61, -5.47, -2.29)  -0.002
H (-4.98, -6.66, -3.77)  0.000
H (-2.85, -5.08, -4.02)  0.000
H (-3.40, -2.87, -2.27)  0.001
H (-5.73, -3.42, -1.26)  -0.022
C (0.67, -2.62, -3.85)  0.000
Br (-0.49, -1.16, -4.37)  0.000
Br (-0.23, -3.67, -2.45)  -0.001
Br (2.53, -1.98, -3.27)  0.000
H (0.72, -3.22, -4.76)  0.000
C (-0.30, -2.36, 0.77)  -0.004
Br (0.86, -0.93, 0.00)  0.000
Br (-2.19, -1.96, 0.30)  0.002
Br (0.02, -2.51, 2.73)  0.006
H (-0.05, -3.31, 0.29)  0.000
C (-4.22, -2.95, 5.24)  0.197
C (-3.94, -2.38, 3.98)  -0.092
C (-4.85, -2.57, 2.91)  0.135
C (-5.97, -3.35, 3.07)  -0.017
C (-6.11, -4.04, 4.34)  0.190
C (-5.30, -3.73, 5.39)  -0.088
N (-6.98, -3.56, 2.03)  0.218
O (-7.02, -2.92, 0.99)  0.178
O (-7.72, -4.52, 2.23)  0.215
H (-3.60, -2.71, 6.09)  0.025
H (-3.18, -1.63, 3.81)  -0.007
H (-4.68, -2.24, 1.89)  0.005
H (-6.96, -4.68, 4.53)  0.034
H (-5.50, -4.19, 6.35)  -0.006
C (-1.24, 1.56, -2.00)  0.000
C (-1.49, 2.18, -3.29)  0.000
C (-2.49, 3.13, -3.36)  0.000
C (-2.95, 3.75, -2.20)  0.000
C (-2.59, 3.20, -0.92)  0.000
C (-1.86, 2.05, -0.89)  0.000
N (-3.83, 4.94, -2.31)  0.000
O (-4.44, 5.32, -1.29)  0.000
O (-3.98, 5.46, -3.43)  0.000
H (-0.40, 0.88, -1.90)  0.000
H (-1.04, 1.75, -4.17)  0.000
H (-2.75, 3.53, -4.33)  0.000
H (-2.72, 3.77, -0.01)  0.000
H (-1.60, 1.74, 0.11)  0.000
C (2.80, -6.01, 2.20)  0.000
C (2.58, -7.41, 2.06)  0.000
C (1.88, -7.96, 1.02)  0.000
C (1.45, -7.09, -0.01)  0.000
C (1.52, -5.71, 0.14)  0.000
C (2.21, -5.17, 1.21)  0.000
N (0.84, -7.66, -1.28)  0.000
O (0.49, -6.85, -2.18)  0.000
O (0.64, -8.86, -1.43)  0.000
H (3.36, -5.65, 3.06)  0.000
H (2.94, -8.04, 2.86)  0.000
H (1.71, -9.02, 0.99)  0.000
H (1.29, -5.02, -0.66)  0.000
H (2.36, -4.11, 1.31)  0.000
C (2.09, 1.17, 4.47)  0.000
C (1.47, 0.88, 3.30)  0.000
C (0.67, 1.77, 2.62)  0.000
C (0.57, 3.04, 3.19)  0.000
C (1.30, 3.37, 4.39)  0.000
C (2.08, 2.43, 5.01)  0.000
N (-0.32, 4.12, 2.60)  0.000
O (-0.66, 5.03, 3.31)  0.000
O (-0.65, 3.91, 1.50)  0.000
H (2.61, 0.32, 4.90)  0.000
H (1.62, -0.09, 2.85)  0.000
H (0.16, 1.54, 1.69)  0.000
H (1.23, 4.30, 4.95)  0.000
H (2.53, 2.61, 5.98)  0.000

=====

No. 2
Formula: C5H17NO2
Source: the Open Molecules 2025 dataset
Level of theory: ωB97M-V with the def2-TZVPD basis set

**Frontier orbital gap**: 9.3 eV
**Molecular weight**: 123.196 g mol⁻¹
**Charge**: 0
**E_HOMO**: -8.7 eV
**E_tot**: -11044.2868 eV
**ΔE to the lowest compared entry with this formula, charge and spin**: 1.970 eV
**Structure (SMILES)**: CC(C)N(C)C.O.O

Last column: natural (NBO) charge in e.
CARTESIAN COORDINATES (ANGSTROEM)
C (0.79, -2.47, -0.70)  -0.413
N (-0.04, -1.30, -0.95)  -0.446
C (0.80, -0.21, -1.50)  -0.430
C (-0.20, -0.22, 1.53)  -0.660
C (-0.78, -0.95, 0.32)  -0.064
C (-1.99, -0.19, -0.22)  -0.610
H (0.28, -3.41, -0.81)  0.202
H (1.58, -2.45, -1.46)  0.196
H (1.35, -2.34, 0.28)  0.169
H (0.47, 0.73, -1.02)  0.190
H (0.72, -0.19, -2.60)  0.218
H (1.82, -0.23, -1.07)  0.167
H (-0.34, 0.86, 1.55)  0.218
H (0.84, -0.51, 1.78)  0.230
H (-0.88, -0.40, 2.37)  0.227
H (-1.21, -1.93, 0.66)  0.203
H (-2.50, -0.55, -1.12)  0.227
H (-2.87, -0.07, 0.45)  0.208
H (-1.81, 0.85, -0.53)  0.169
H (1.85, 1.00, 0.39)  0.468
H (1.45, 2.43, 1.10)  0.506
O (2.04, 1.66, 1.04)  -0.981
H (-0.81, 2.58, 0.04)  0.483
H (-0.32, 4.07, -0.01)  0.486
O (-0.24, 3.23, 0.45)  -0.961

=====

No. 3
Formula: C10H20BrN3O4PS
Source: the Open Molecules 2025 dataset
Level of theory: ωB97M-V with the def2-TZVPD basis set

**Frontier orbital gap**: 8.1 eV
**Molecular weight**: 389.232 g mol⁻¹
**Charge**: +1
**E_HOMO**: -12.5 eV
**E_tot**: -113508.8452 eV

Last column: natural (NBO) charge in e.
CARTESIAN COORDINATES (ANGSTROEM)
N (-2.50, 3.51, -3.84)  -1.236
P (-1.04, 2.88, -4.10)  1.203
C (0.00, 2.72, -2.51)  0.117
N (-0.51, 1.78, -1.54)  -0.500
C (0.45, 1.87, -0.45)  0.187
C (0.14, 0.97, 0.83)  -0.465
C (1.31, -0.04, 1.25)  -0.421
C (0.76, -1.08, 2.37)  -0.424
C (-0.13, -0.38, 3.52)  -0.653
S (0.70, 1.01, 4.41)  2.156
O (0.54, 0.75, 5.90)  -0.887
O (2.19, 1.10, 4.11)  -0.876
O (-0.03, 2.51, 4.14)  -0.850
C (1.59, 2.86, -0.78)  0.025
Br (3.12, 3.30, 0.37)  0.237
N (1.23, 3.37, -2.13)  -0.501
H (-2.62, 4.37, -4.41)  0.401
H (-1.10, 1.54, -4.65)  -0.004
H (-0.28, 3.66, -5.06)  0.004
H (-1.34, 1.18, -1.54)  0.482
H (-0.16, 1.67, 1.69)  0.249
H (-0.79, 0.32, 0.60)  0.225
H (1.59, -0.70, 0.34)  0.237
H (2.27, 0.49, 1.59)  0.253
H (1.60, -1.73, 2.81)  0.256
H (0.05, -1.81, 1.81)  0.261
H (-0.44, -1.18, 4.30)  0.302
H (-1.13, -0.01, 3.06)  0.233
H (-1.01, 2.42, 4.05)  0.503
H (1.75, 4.08, -2.67)  0.478
C (-0.28, -3.45, -2.39)  -0.722
C (-0.39, -3.77, -0.92)  0.615
O (0.07, -3.02, -0.08)  -0.588
C (-1.08, -5.05, -0.54)  -0.725
H (0.24, -2.50, -2.52)  0.221
H (0.28, -4.23, -2.90)  0.247
H (-1.28, -3.36, -2.82)  0.235
H (-0.55, -5.90, -0.96)  0.244
H (-2.12, -5.03, -0.89)  0.238
H (-1.08, -5.14, 0.55)  0.241

=====

No. 4
Formula: C5H9N
Source: the Open Molecules 2025 dataset
Level of theory: ωB97M-V with the def2-TZVPD basis set

**Frontier orbital gap**: 8.3 eV
**Molecular weight**: 83.134 g mol⁻¹
**Charge**: 0
**E_HOMO**: -7.4 eV
**E_tot**: -6819.1702 eV
**ΔE to the lowest compared entry with this formula, charge and spin**: 1.825 eV
**Structure (SMILES)**: C=C(N)/C=C/C

Last column: natural (NBO) charge in e.
CARTESIAN COORDINATES (ANGSTROEM)
N (0.74, 2.30, 0.72)  -0.804
C (0.37, 0.97, 0.81)  0.186
C (0.60, 0.20, 1.92)  -0.588
C (-0.73, -1.75, -1.74)  -0.646
C (-0.27, -1.03, -0.49)  -0.112
C (-0.26, 0.30, -0.34)  -0.268
H (0.56, 2.78, -0.14)  0.383
H (0.90, 2.83, 1.56)  0.400
H (1.43, 0.19, 2.61)  0.205
H (-0.24, -0.43, 2.14)  0.201
H (0.04, -2.31, -2.26)  0.222
H (-1.59, -2.39, -1.51)  0.219
H (-1.13, -0.94, -2.37)  0.204
H (0.33, -1.63, 0.16)  0.208
H (-0.75, 0.92, -1.08)  0.189

=====

No. 5
Formula: C6H18B2N2
Source: the Open Molecules 2025 dataset
Level of theory: ωB97M-V with the def2-TZVPD basis set

**Frontier orbital gap**: 9.6 eV
**Molecular weight**: 139.848 g mol⁻¹
**Charge**: 0
**E_HOMO**: -8.9 eV
**E_tot**: -10849.4260 eV
**ΔE to the lowest compared entry with this formula, charge and spin**: 0.000 eV
**Structure (SMILES)**: CB(C)N(C)B(C)N(C)C

Last column: natural (NBO) charge in e.
CARTESIAN COORDINATES (ANGSTROEM)
B (-0.86, 0.04, 0.42)  1.054
B (1.59, -0.02, 0.23)  0.864
N (0.42, -0.77, 0.49)  -0.933
N (-1.47, 0.29, -0.83)  -0.680
C (-1.42, 0.66, 1.75)  -1.011
C (1.66, 1.59, 0.55)  -0.951
C (2.95, -0.82, 0.05)  -0.986
C (0.27, -2.19, 0.60)  -0.386
C (-2.71, 1.01, -1.05)  -0.388
C (-0.73, -0.17, -2.00)  -0.401
H (-0.60, 0.61, 2.45)  0.236
H (-2.23, 0.10, 2.22)  0.238
H (-1.71, 1.70, 1.66)  0.230
H (1.92, 1.69, 1.60)  0.239
H (0.66, 2.01, 0.37)  0.215
H (2.33, 2.16, -0.06)  0.224
H (3.43, -0.96, 1.02)  0.240
H (3.60, -0.19, -0.57)  0.226
H (2.86, -1.83, -0.42)  0.217
H (0.29, -2.61, -0.40)  0.178
H (-0.70, -2.38, 1.03)  0.193
H (1.04, -2.64, 1.20)  0.202
H (-3.24, 0.60, -1.87)  0.194
H (-2.50, 2.04, -1.30)  0.185
H (-3.30, 0.95, -0.15)  0.210
H (-0.09, -0.99, -1.77)  0.214
H (-0.11, 0.64, -2.37)  0.186
H (-1.38, -0.51, -2.86)  0.189

=====

No. 6
Formula: C6H14O
Source: the Open Molecules 2025 dataset
Level of theory: ωB97M-V with the def2-TZVPD basis set

**Frontier orbital gap**: 11.3 eV
**Molecular weight**: 102.177 g mol⁻¹
**Charge**: 0
**E_HOMO**: -10.3 eV
**E_tot**: -8494.6846 eV
**ΔE to the lowest compared entry with this formula, charge and spin**: 2.208 eV

Last column: natural (NBO) charge in e.
CARTESIAN COORDINATES (ANGSTROEM)
C (1.92, 0.93, -2.70)  -0.577
C (0.66, 0.86, -1.88)  -0.365
C (0.75, -0.04, -0.66)  -0.412
C (-0.51, 0.05, 0.21)  -0.387
C (-0.45, -0.84, 1.44)  -0.411
C (-1.70, -0.74, 2.29)  -0.050
O (-1.55, -1.59, 3.41)  -0.720
H (1.82, 2.17, -3.36)  0.181
H (2.06, 0.03, -3.29)  0.205
H (2.83, 1.11, -2.12)  0.206
H (0.59, 2.13, -1.40)  0.160
H (-0.21, 0.59, -2.50)  0.207
H (0.90, -1.08, -0.98)  0.195
H (1.63, 0.23, -0.06)  0.198
H (-1.39, -0.22, -0.40)  0.193
H (-0.66, 1.09, 0.52)  0.198
H (-0.31, -1.89, 1.15)  0.203
H (0.42, -0.57, 2.07)  0.204
H (-1.85, 0.31, 2.62)  0.153
H (-2.58, -1.03, 1.69)  0.152
H (-2.35, -1.53, 3.94)  0.467

=====

No. 7
Formula: C2H12O4
Source: the Open Molecules 2025 dataset
Level of theory: ωB97M-V with the def2-TZVPD basis set

**Frontier orbital gap**: 10.9 eV
**Molecular weight**: 100.114 g mol⁻¹
**Charge**: 0
**E_HOMO**: -10.5 eV
**E_tot**: -10456.5771 eV
**ΔE to the lowest compared entry with this formula, charge and spin**: 2.417 eV
**Structure (SMILES)**: CCO.O.O.O

Last column: natural (NBO) charge in e.
CARTESIAN COORDINATES (ANGSTROEM)
C (3.23, -0.78, -1.88)  -0.067
O (1.93, -1.01, -1.06)  -0.745
C (4.44, -0.37, -0.99)  -0.649
H (3.45, -1.77, -2.19)  0.174
H (3.03, -0.15, -2.71)  0.174
H (1.23, -0.46, -1.56)  0.461
H (5.51, -0.71, -1.16)  0.225
H (4.45, 0.78, -0.91)  0.203
H (4.32, -0.77, -0.04)  0.225
H (-1.88, 1.02, -1.25)  0.481
H (-2.34, 0.47, 0.17)  0.468
O (-2.57, 0.65, -0.66)  -0.948
H (-5.30, 2.36, 0.21)  0.476
H (-5.84, 3.65, 0.84)  0.463
O (-5.09, 3.13, 0.76)  -0.939
H (-0.85, -1.78, 2.53)  0.459
H (-0.51, -2.75, 3.46)  0.452
O (-0.68, -1.89, 3.44)  -0.911

=====

No. 8
Formula: C6H12
Source: the Open Molecules 2025 dataset
Level of theory: ωB97M-V with the def2-TZVPD basis set

**Frontier orbital gap**: 11.4 eV
**Molecular weight**: 84.162 g mol⁻¹
**Charge**: 0
**E_HOMO**: -10.1 eV
**E_tot**: -6415.8425 eV
**ΔE to the lowest compared entry with this formula, charge and spin**: 1.098 eV
**Structure (SMILES)**: CCCC1CC1

Last column: natural (NBO) charge in e.
CARTESIAN COORDINATES (ANGSTROEM)
C (-2.23, 0.26, 0.45)  -0.610
C (-1.36, -0.98, 0.66)  -0.386
C (0.14, -0.69, 0.74)  -0.395
C (0.70, -0.01, -0.51)  -0.234
C (2.18, 0.02, -0.75)  -0.418
C (1.45, 1.28, -0.40)  -0.416
H (-2.01, 0.75, -0.50)  0.204
H (-2.06, 1.00, 1.25)  0.201
H (-3.29, -0.01, 0.45)  0.209
H (-1.66, -1.48, 1.59)  0.201
H (-1.54, -1.69, -0.15)  0.193
H (0.67, -1.64, 0.91)  0.204
H (0.35, -0.07, 1.62)  0.196
H (0.09, -0.13, -1.40)  0.209
H (2.82, -0.43, 0.02)  0.209
H (2.55, -0.11, -1.76)  0.213
H (1.32, 2.04, -1.18)  0.212
H (1.60, 1.69, 0.60)  0.208

=====

Q: Look up the molecular weight of the eighth one.
A: 84.162 g mol⁻¹

=====

Q: Number 5 is which compound?
A: C6H18B2N2